Computed, not measured: an isolated ion of composition CH3INO and charge -1 at a distorted geometry, with ωB97M-V/def2-TZVPD.

Values from the calculation:
* HOMO level (spin up / spin down): -3.0 / -3.0 eV
* energy: -467.55466 hartree
* spin multiplicity: 1
* net charge: -1
* SMILES: CN([O-])I
* LUMO energy (spin up / spin down): 3.79 / 3.79 eV
* energy above the lowest of the compared OMol25 structures with the same formula, charge and spin: 2.5238 eV

Positions of all 7 atoms, in Å:
1 C 0.18993 -0.41558 -0.52889
2 N -0.74318 0.15934 0.44408
3 O -0.84856 -0.57885 1.50890
4 I 0.05065 2.61136 0.86695
5 H 0.40656 0.47461 -1.20501
6 H 1.15476 -0.91421 -0.15992
7 H -0.21017 -1.33667 -0.92611

Cartesian forces, eV/Å:
2.3373 0.8322 0.0388
-1.3499 -3.6344 3.0870
0.6031 2.1224 -3.0610
0.5129 0.7433 0.1065
-0.1570 -1.7065 0.3032
-0.8169 1.4135 0.2535
-1.1295 0.2295 -0.7279